Density functional theory data (wB97M-V/def2-TZVPD) for a cluster of 8 separate species, C10H32O10 in total in a non-equilibrium geometry.

Geometry as XYZ:
```
52
Properties=species:S:1:pos:R:3:nbo_charge:R:1
O -1.737 -19.476 -6.958 -0.601
C -2.597 -18.768 -6.456 0.972
O -2.383 -17.989 -5.373 -0.468
C -3.661 -17.379 -4.979 -0.104
C -4.622 -17.786 -6.063 -0.093
O -3.856 -18.694 -6.921 -0.486
H -3.974 -17.765 -4.061 0.182
H -3.447 -16.338 -4.913 0.216
H -4.955 -16.906 -6.681 0.186
H -5.454 -18.287 -5.683 0.192
C 2.997 -12.180 -3.996 -0.251
O 3.082 -13.589 -4.001 -0.764
H 3.875 -11.719 -4.428 0.170
H 2.059 -11.949 -4.495 0.169
H 2.939 -11.731 -2.991 0.177
H 2.923 -13.969 -3.140 0.489
C 4.160 -13.456 -0.818 -0.252
O 2.805 -13.247 -1.122 -0.795
H 4.257 -14.519 -0.543 0.179
H 4.775 -13.389 -1.658 0.183
H 4.403 -12.829 0.055 0.181
H 2.255 -14.059 -1.159 0.521
C -2.756 -15.431 -7.949 -0.247
O -1.925 -15.715 -6.804 -0.773
H -2.959 -14.349 -7.979 0.162
H -2.313 -15.782 -8.883 0.177
H -3.762 -15.867 -7.781 0.165
H -0.998 -15.399 -6.845 0.505
C -1.463 -13.844 -1.901 -0.252
O -0.097 -13.484 -2.034 -0.778
H -1.817 -14.074 -0.930 0.171
H -2.049 -12.905 -2.124 0.164
H -1.619 -14.643 -2.628 0.180
H 0.174 -13.029 -1.180 0.500
C 1.290 -12.361 1.317 -0.255
O 0.944 -11.816 0.084 -0.748
H 2.034 -11.730 1.831 0.158
H 0.476 -12.357 2.014 0.185
H 1.794 -13.370 1.296 0.162
H 1.739 -11.919 -0.469 0.504
C 1.287 -14.796 -7.595 -0.267
O 0.857 -15.181 -6.277 -0.746
H 2.341 -14.489 -7.548 0.183
H 1.139 -15.662 -8.286 0.189
H 0.719 -13.982 -8.025 0.162
H 1.303 -14.600 -5.662 0.491
C 1.982 -16.862 -3.003 -0.257
O 1.740 -15.774 -2.124 -0.785
H 2.280 -17.735 -2.373 0.174
H 1.077 -17.179 -3.549 0.189
H 2.810 -16.662 -3.723 0.175
H 0.947 -15.267 -2.474 0.506
```

- net charge = 0
- energy relative to the best compared isomer or geometry (same formula, charge and spin) (kcal per mole) = 25.8
- SMILES = O=C1OCCO1.CO.CO.CO.CO.CO.CO.CO
- orbital gap (eV) = 10.7